C49H57F13N2O19 | the ωB97M-V functional and the def2-TZVPD basis

Geometry as XYZ:
```
140
Properties=species:S:1:pos:R:3:forces:R:3
F 3.422 -4.093 0.381 0.242 -0.111 -0.173
F -4.591 0.818 -2.272 -0.332 0.096 -0.229
F 2.271 -2.302 0.717 0.025 0.621 -0.061
F -5.639 0.296 0.151 -0.172 -0.018 0.054
F -5.261 2.722 -0.274 -0.311 0.237 -0.091
F -5.281 1.940 2.429 -0.287 -0.141 0.019
F -0.496 -1.318 -2.324 -0.143 0.002 0.026
F -3.102 2.671 -0.207 -0.387 0.020 0.302
F -3.671 -0.110 0.956 0.030 -0.251 0.425
F -3.130 2.059 2.420 0.310 -0.081 0.068
F -4.298 3.799 1.946 -0.170 -0.266 0.449
F 2.070 -3.974 2.047 -0.173 -0.093 0.345
F -4.470 -1.174 -1.448 0.004 -0.247 -0.114
O 2.057 1.698 11.127 -0.014 0.014 -0.019
O 0.064 9.069 -0.191 0.059 -0.032 -0.067
O -2.008 -11.101 -1.793 -0.031 0.048 -0.066
O 0.951 2.668 6.062 0.031 -0.077 0.025
O -0.071 -3.603 0.219 0.064 0.128 0.020
O 7.179 -7.400 -1.751 0.009 0.023 -0.005
O -1.766 0.578 -0.614 0.113 -0.160 -0.064
O -2.513 -2.161 -2.976 0.086 0.009 0.239
O 5.501 -6.295 -0.145 -0.038 0.022 0.048
O -1.610 9.200 1.755 -0.018 -0.002 0.000
O -0.889 3.207 7.782 -0.050 0.003 0.075
O -2.499 -6.636 -0.399 0.004 -0.053 -0.004
O -1.275 -11.667 0.605 0.003 0.026 0.012
O 3.905 1.187 9.412 0.033 -0.010 -0.081
O 8.243 -2.471 -0.205 -0.017 -0.017 -0.003
O 9.903 -3.563 -1.835 0.035 -0.066 -0.046
O -3.930 5.390 0.262 0.127 0.717 -0.427
O -1.709 -7.194 1.996 0.033 -0.040 0.083
O -2.239 5.245 -1.676 -0.013 0.167 -0.089
N 0.540 -2.415 -6.183 -0.114 0.124 0.115
N 1.939 4.343 -4.691 -0.060 0.020 -0.150
C -1.825 8.269 0.999 -0.008 -0.039 0.024
C 7.927 -3.604 -0.523 -0.036 0.002 0.026
C -1.043 -3.399 -4.515 0.010 0.012 0.056
C 0.236 2.717 8.274 0.004 -0.007 -0.066
C -4.236 2.483 1.819 0.017 -0.171 0.069
C -2.134 0.857 -3.024 0.103 -0.185 -0.390
C 1.147 -4.192 -0.123 -0.188 -0.295 -0.138
C 6.537 -5.551 -0.492 -0.011 -0.061 -0.026
C 2.560 1.892 7.612 0.031 -0.001 -0.074
C -2.369 0.021 -1.762 -0.121 -0.182 0.325
C -2.896 7.311 1.142 -0.014 0.056 0.106
C -0.386 0.965 -0.609 0.137 -0.069 -0.252
C -2.041 6.192 -0.933 0.020 -0.054 -0.006
C 0.856 4.358 0.567 0.016 -0.016 0.000
C 1.279 2.423 7.211 0.022 0.006 -0.022
C -1.531 -10.486 0.448 0.006 0.002 0.025
C -4.328 0.582 0.020 0.252 0.219 -0.062
C -1.762 -8.208 1.150 -0.015 0.041 -0.050
C -2.224 -7.814 -0.241 0.010 0.031 -0.016
C 0.475 4.401 -4.672 -0.023 -0.083 0.052
C -4.217 2.119 0.310 0.187 -0.336 -0.137
C -0.200 1.983 0.510 -0.007 0.008 0.098
C -1.061 -3.593 -0.815 0.104 -0.023 0.003
C -3.911 0.052 -1.392 0.348 0.113 0.088
C 7.485 -6.260 -1.443 0.036 -0.005 -0.026
C 8.659 -5.562 -1.913 0.022 -0.068 -0.050
C 8.870 -4.309 -1.482 0.007 0.070 0.032
C 0.455 2.494 9.579 -0.025 0.007 0.084
C 0.104 4.202 3.050 -0.030 -0.055 0.067
C -2.264 2.370 -2.865 -0.004 0.132 -0.009
C -0.485 -3.441 -5.935 0.024 -0.015 -0.115
C -1.976 -10.086 -0.949 0.013 -0.065 0.031
C -1.850 -1.474 -1.960 -0.011 0.400 -0.238
C -1.439 -9.471 1.470 0.029 -0.052 0.064
C -0.973 7.150 -1.080 0.008 0.016 -0.083
C 2.779 1.670 8.916 0.004 -0.015 0.076
C 0.213 5.275 4.155 0.033 -0.094 -0.009
C -0.100 3.151 -4.011 0.004 0.035 -0.009
C -3.002 6.328 0.234 -0.034 -0.116 -0.121
C 1.270 4.185 2.036 0.036 0.097 0.033
C 2.224 -3.626 0.769 -0.013 -0.276 -0.021
C 1.733 1.954 9.980 -0.036 0.010 0.016
C 6.749 -4.299 -0.061 -0.023 0.078 0.048
C -1.861 -2.296 -0.687 -0.037 -0.033 0.167
C -0.867 8.132 -0.172 -0.040 0.047 0.047
C -1.971 -2.212 -4.299 0.086 0.183 -0.175
C -0.303 3.466 0.091 0.049 0.024 0.062
C -2.301 -8.824 -1.268 -0.033 0.036 -0.053
C -1.636 3.132 -4.031 0.151 -0.032 -0.187
H 1.967 4.996 2.280 -0.048 -0.119 -0.045
H -1.695 -4.477 -0.707 0.036 0.119 -0.078
H -1.456 -1.282 -4.553 -0.055 -0.038 0.052
H -0.847 4.326 2.521 0.107 0.039 0.013
H -3.318 2.654 -2.787 0.212 -0.043 0.054
H -1.775 2.675 -1.936 -0.245 0.038 -0.424
H 2.248 3.608 -5.319 0.007 0.038 0.075
H 1.851 3.263 2.149 -0.100 0.082 -0.007
H -2.836 0.511 -3.792 0.178 -0.005 0.035
H -2.623 -8.534 -2.258 -0.001 -0.017 0.000
H 9.327 -6.069 -2.593 0.009 0.016 0.006
H -0.679 5.908 4.204 0.102 -0.063 0.011
H 6.075 -3.790 0.614 -0.009 -0.022 -0.004
H -1.412 -1.695 0.107 -0.058 -0.082 -0.073
H 0.020 4.517 -5.669 0.075 0.026 0.095
H -3.574 7.412 1.977 -0.010 -0.014 -0.007
H 1.436 -3.973 -1.160 -0.032 -0.006 0.093
H -1.586 -4.323 -4.291 0.065 0.076 -0.024
H -1.301 -3.325 -6.660 0.068 -0.086 0.074
H -0.283 2.699 10.340 -0.009 0.002 -0.017
H 1.144 -5.282 0.024 0.017 0.110 -0.088
H -3.750 4.794 -0.495 0.053 0.111 -0.062
H 1.731 4.184 -0.073 -0.068 0.005 0.110
H 2.331 5.209 -5.046 -0.048 -0.076 0.040
H -0.558 -3.649 -1.786 -0.117 0.002 0.119
H 1.076 5.929 3.994 -0.127 -0.026 0.011
H -0.289 7.045 -1.911 0.016 0.004 0.010
H -1.994 -6.399 1.502 -0.012 -0.033 -0.047
H -1.729 -11.888 -1.280 0.008 0.035 0.037
H 3.299 1.691 6.850 0.006 -0.007 0.015
H 0.309 2.270 -4.527 -0.039 0.049 0.112
H -1.128 0.630 -3.385 -0.055 -0.010 0.019
H 0.569 5.406 0.404 0.032 -0.155 -0.006
H 0.765 1.788 0.989 -0.056 0.051 -0.115
H 5.620 -7.152 -0.606 0.056 0.029 -0.018
H -0.353 3.531 -1.002 0.050 0.107 0.244
H -1.998 4.165 -4.008 0.018 -0.103 0.057
H 0.736 -1.886 -5.339 0.044 -0.071 -0.078
H -1.247 3.892 0.452 0.200 -0.155 -0.040
H -0.964 1.761 1.263 0.231 -0.032 0.006
H -2.842 -2.295 -4.958 0.098 -0.021 0.104
H -1.973 2.701 -4.984 -0.053 0.102 0.095
H 0.270 3.112 -2.980 -0.001 0.014 -0.145
H 0.046 3.220 3.531 -0.053 0.104 -0.087
H 0.185 5.278 -4.081 -0.040 -0.085 -0.072
H -0.043 -4.430 -6.108 -0.097 0.100 0.007
H -1.112 -9.759 2.459 -0.006 0.019 0.001
H 0.244 0.082 -0.457 -0.135 0.057 0.078
H 0.348 4.800 5.132 -0.006 0.184 -0.123
H -0.192 -3.339 -3.824 -0.151 -0.015 -0.053
H 3.768 1.128 10.381 -0.044 0.023 -0.011
H -0.114 1.389 -1.583 0.057 -0.061 0.152
H -0.106 9.633 0.592 -0.042 -0.032 0.009
H -2.891 -2.501 -0.402 0.022 0.039 -0.064
H 0.252 -1.749 -6.888 0.003 -0.064 0.046
H -0.767 3.252 6.811 0.054 -0.015 0.010
H 9.791 -2.712 -1.362 -0.044 -0.020 0.015
```
Forces are in eV/Å.

Results
Structure (SMILES): CCCCCCCO[C@](CCCCCN)(C(F)(F)C(F)(F)C(F)(F)C(F)(F)F)[C@@](F)(CCOCC(F)(F)F)OCCCN.O=C1C=C(O)C(=O)C=C1O.O=C1C=C(O)C(=O)C=C1O.O=C1C=C(O)C(=O)C=C1O.O=C1C=C(O)C(=O)C=C1O
Highest occupied orbital energy, hartree: -0.347
Frontier orbital gap, eV: 7.82

Mulliken population analysis, charges in e, atoms 1 to 6:
1 F -0.26
2 F -0.34
3 F -0.25
4 F -0.36
5 F -0.37
6 F -0.30